Record 1
DFT (the ωB97M-V functional and the def2-TZVPD basis) results for the molecule C2H3N3O3 in a non-equilibrium geometry.

Output
gap between HOMO and LUMO: 0.375 hartree
energy above the lowest of the compared OMol25 structures with the same formula, charge and spin: 89.72 kJ/mol
electronic energy: -12733.0280 eV
HOMO energy: -9.60 eV
E_LUMO: 0.6 eV

Structure (XYZ):
```
11
Properties=species:S:1:pos:R:3:mulliken_charge:R:1
C 1.2446 -0.1613 0.0456 0.4410
C -1.4498 -0.2044 -0.0246 0.5739
H 1.0655 1.8594 0.4804 0.3125
H -1.2597 1.7470 -0.2495 0.3009
H 1.0002 -2.2083 -0.1880 0.3295
N 0.5133 0.9774 0.4112 -0.2204
N -0.6571 0.9415 -0.3816 -0.2669
N 0.4876 -1.2516 -0.2330 -0.1820
O 2.4277 -0.2289 -0.1502 -0.5827
O -2.6166 -0.2285 -0.0706 -0.4776
O -0.7557 -1.2422 0.3603 -0.2281
```



Record 2
DFT (the ωB97M-V functional and the def2-TZVPD basis) results for a structure of composition C2H3N3O3 in a non-equilibrium geometry.

Output
gap between HOMO and LUMO: 0.323 hartree
energy above the lowest of the compared OMol25 structures with the same formula, charge and spin: 497.07 kJ/mol
electronic energy: -12728.8060 eV
HOMO energy: -9.53 eV
E_LUMO: -0.7 eV

Structure (XYZ):
```
11
Properties=species:S:1:pos:R:3:mulliken_charge:R:1
C 0.8499 -0.0443 -0.2317 0.5204
C -0.3765 -0.4459 1.3559 0.6575
H 1.6091 1.1128 -1.7204 0.4374
H -0.3391 -0.5385 3.2432 0.2817
H -1.2662 0.6276 -2.5471 0.3905
N 0.8484 -0.5003 0.9292 -0.4936
N -1.1312 -0.4972 2.4393 -0.6400
N -0.3972 0.4490 -0.6932 0.0645
O 1.9599 0.1609 -0.9408 -0.5320
O -1.0693 -0.2114 0.1664 -0.2432
O -0.6877 -0.1127 -2.0007 -0.4432
```



Record 3
DFT (the ωB97M-V functional and the def2-TZVPD basis) results for the molecule C2H3N3OS in a non-equilibrium geometry.

Output
gap between HOMO and LUMO: 0.312 hartree
energy above the lowest of the compared OMol25 structures with the same formula, charge and spin: 226.66 kJ/mol
electronic energy: -19472.7374 eV
HOMO energy: -8.92 eV
E_LUMO: -0.4 eV

Structure (XYZ):
```
10
Properties=species:S:1:pos:R:3:mulliken_charge:R:1
C -0.3606 -0.2369 -0.1986 0.4779
C 0.2976 0.6885 0.7922 0.1564
H -1.7881 -1.5405 -0.3324 0.3161
H -1.6575 -1.0608 1.2250 0.2959
H 2.0314 0.4366 -1.5357 0.2770
N -1.0514 -1.3296 0.3519 -0.5403
N 0.1449 -0.1416 -1.3545 -0.4798
N 1.1202 0.8243 -1.2685 -0.0268
O 1.3599 1.2032 0.0080 -0.1814
S -0.0965 1.1568 2.3126 -0.2950
```



Record 4
DFT (the ωB97M-V functional and the def2-TZVPD basis) results for the molecule C2H3N3OS in a non-equilibrium geometry.

Output
gap between HOMO and LUMO: 0.356 hartree
energy above the lowest of the compared OMol25 structures with the same formula, charge and spin: 221.14 kJ/mol
electronic energy: -19472.7946 eV
HOMO energy: -9.37 eV
E_LUMO: 0.3 eV

Structure (XYZ):
```
10
Properties=species:S:1:pos:R:3:mulliken_charge:R:1
C -1.9788 -0.7318 -0.1085 0.1059
C -0.4144 0.9352 -0.1190 0.5573
H 2.4365 0.3348 1.0128 0.1747
H -0.6707 -2.2579 -0.2925 0.2938
H -2.8394 -1.5183 -0.0460 0.2931
N 0.2313 -0.3563 0.1240 0.0363
N -0.7199 -1.3934 0.3234 -0.2926
N -1.8100 0.6025 -0.1570 -0.5287
O -0.0102 2.0188 0.1441 -0.4858
S 1.9753 -0.3686 -0.1559 -0.1540
```



Record 5
DFT (the ωB97M-V functional and the def2-TZVPD basis) results for the molecule C2H3N3OS in a non-equilibrium geometry.

Output
gap between HOMO and LUMO: 0.373 hartree
energy above the lowest of the compared OMol25 structures with the same formula, charge and spin: 246.83 kJ/mol
electronic energy: -19472.5283 eV
HOMO energy: -9.48 eV
E_LUMO: 0.7 eV

Structure (XYZ):
```
10
Properties=species:S:1:pos:R:3:mulliken_charge:R:1
C 2.2470 0.3145 0.0883 0.0017
C -0.0610 -0.2796 -0.1096 0.6088
N 1.4786 1.3379 -0.0214 -0.4518
N 0.1653 1.0096 -0.1168 -0.2484
N -2.2349 -0.3375 0.3340 -0.4906
O -1.1860 -0.9858 -0.3526 -0.1868
S 1.3959 -1.2594 0.0979 -0.1129
H 3.3978 0.3929 0.0109 0.3463
H -2.1597 0.6420 0.0937 0.2686
H -3.0429 -0.8347 -0.0246 0.2650
```



Record 6
DFT (the ωB97M-V functional and the def2-TZVPD basis) results for the molecule C2H3N3S in a non-equilibrium geometry.

Output
gap between HOMO and LUMO: 0.293 hartree
energy above the lowest of the compared OMol25 structures with the same formula, charge and spin: 245.49 kJ/mol
electronic energy: -17425.2523 eV
HOMO energy: -8.35 eV
E_LUMO: -0.4 eV

Structure (XYZ):
```
9
Properties=species:S:1:pos:R:3:mulliken_charge:R:1
C 1.1348 -0.3757 -0.0147 0.1654
C -0.9750 -0.8299 -0.0179 -0.0948
H -1.7985 -1.4052 -0.1697 0.4386
H -1.3168 1.0473 0.9110 0.3461
H 0.5271 1.8977 -0.1597 0.3147
N 0.2196 -1.4617 -0.1340 -0.3624
N -0.9723 0.5488 -0.1267 -0.3880
N 0.4198 0.7647 -0.2444 -0.0382
S 2.7611 -0.1860 -0.0440 -0.3815
```



Record 7
DFT (the ωB97M-V functional and the def2-TZVPD basis) results for a structure of composition C2H3N4 in a non-equilibrium geometry.

Output
gap between HOMO and LUMO (alpha / beta): 0.306 / 0.307 hartree
energy above the lowest of the compared OMol25 structures with the same formula, charge and spin: 317.20 kJ/mol
electronic energy: -8068.2997 eV
HOMO energy (alpha / beta): -15.51 / -15.51 eV
E_LUMO (alpha / beta): -7.2 / -7.2 eV
total charge: +1

Structure (XYZ):
```
9
Properties=species:S:1:pos:R:3:mulliken_charge:R:1
C 0.7163 0.8779 -0.2224 -0.3406
C -0.4261 0.0336 -0.0250 -0.0073
N 1.7304 0.3024 1.7668 0.0733
N 1.4811 -0.0088 0.4923 0.3032
N 0.9804 -0.2691 2.4726 0.0275
N 0.2012 -0.8532 0.7106 -0.1792
H 1.1567 1.7734 -0.6780 0.3821
H -1.4580 -0.1222 -0.1430 0.4536
H 0.0217 -1.8463 0.5460 0.2873
```



Record 8
DFT (the ωB97M-V functional and the def2-TZVPD basis) results for the ion C2H3N4S with charge -1 in a non-equilibrium geometry.

Output
gap between HOMO and LUMO: 0.245 hartree
energy above the lowest of the compared OMol25 structures with the same formula, charge and spin: 338.29 kJ/mol
electronic energy: -18915.6225 eV
HOMO energy: -2.67 eV
E_LUMO: 4.0 eV
total charge: -1

Structure (XYZ):
```
10
Properties=species:S:1:pos:R:3:mulliken_charge:R:1
C -0.3226 -0.6408 -0.0001 0.5255
C -1.4453 0.2709 -0.1268 -0.6775
N 0.2761 -1.6984 -0.1068 -0.1823
N 1.6448 -1.6565 -0.0390 -0.5720
N 2.1260 -0.4533 0.0217 -0.2422
N 1.3198 0.5051 0.2078 0.1119
S 1.5024 2.0840 0.5083 -0.5700
H -1.0191 1.2277 0.2797 0.1902
H -1.6648 0.4263 -1.1981 0.1822
H -2.4174 -0.0649 0.4533 0.2341
```



Record 9
DFT (the ωB97M-V functional and the def2-TZVPD basis) results for the molecule C2H3N5O in a non-equilibrium geometry.

Output
gap between HOMO and LUMO: 0.320 hartree
energy above the lowest of the compared OMol25 structures with the same formula, charge and spin: 401.66 kJ/mol
electronic energy: -11616.6669 eV
HOMO energy: -8.58 eV
E_LUMO: 0.1 eV

Structure (XYZ):
```
11
Properties=species:S:1:pos:R:3:mulliken_charge:R:1
C 0.6713 -0.5089 0.0434 0.5857
C -1.0277 1.0286 0.0645 0.0535
H 3.6153 -0.1350 0.0017 0.3733
H -1.4103 2.0667 -0.0504 0.3345
H -2.8725 0.2191 -0.0481 0.2192
N 1.8918 -0.8868 0.1525 -0.4620
N 0.2377 0.7983 -0.0179 -0.4012
N -1.9177 0.0414 0.0608 0.1436
N -1.5508 -1.2825 -0.0970 -0.3918
N -0.3319 -1.5399 -0.0079 -0.1048
O 2.6949 0.1989 -0.1017 -0.3500
```



Record 10
DFT (the ωB97M-V functional and the def2-TZVPD basis) results for the molecule C2H3N5O in a non-equilibrium geometry.

Output
gap between HOMO and LUMO: 0.339 hartree
energy above the lowest of the compared OMol25 structures with the same formula, charge and spin: 649.83 kJ/mol
electronic energy: -11614.0948 eV
HOMO energy: -10.33 eV
E_LUMO: -1.1 eV

Structure (XYZ):
```
11
Properties=species:S:1:pos:R:3:mulliken_charge:R:1
C -0.3349 1.5266 -0.4359 -0.1711
C -0.3107 -0.4855 0.9187 0.5776
H -0.5247 1.6208 -2.6574 0.2822
H -0.6376 2.0588 0.4836 0.3415
H -1.5013 0.7812 1.5500 0.2358
N -0.7104 2.2739 -1.6565 -0.4633
N 0.4623 0.4200 0.0141 0.2722
N 0.9987 -0.4475 -0.9340 -0.2764
N 0.9373 -1.7185 -0.4806 -0.0545
N -1.0998 -0.2092 1.9066 -0.5935
O 0.3024 -1.6172 0.7225 -0.1505
```



Record 11
DFT (the ωB97M-V functional and the def2-TZVPD basis) results for a structure of composition C2H3N5O in a non-equilibrium geometry.

Output
gap between HOMO and LUMO: 0.300 hartree
energy above the lowest of the compared OMol25 structures with the same formula, charge and spin: 907.12 kJ/mol
electronic energy: -11611.4282 eV
HOMO energy: -9.16 eV
E_LUMO: -1.0 eV

Structure (XYZ):
```
11
Properties=species:S:1:pos:R:3:mulliken_charge:R:1
C -1.4386 0.7636 -1.0217 -0.3981
C 0.3774 -0.5680 0.5062 0.4776
H -2.4647 1.2086 -1.6830 0.2505
H -1.2213 -0.7363 -0.8932 0.3880
H 0.0560 -2.3444 0.0858 0.2078
N -0.5222 1.6031 -0.5852 -0.3897
N 0.5137 0.6291 0.1345 0.3306
N 2.1013 0.3195 1.4698 -0.0201
N 1.3551 -0.7569 1.5341 -0.2411
N -0.4305 -1.4884 -0.1629 -0.5203
O 1.6738 1.3701 0.6156 -0.0853
```



Record 12
DFT (the ωB97M-V functional and the def2-TZVPD basis) results for the molecule C2H3N5O in a non-equilibrium geometry.

Output
gap between HOMO and LUMO: 0.389 hartree
energy above the lowest of the compared OMol25 structures with the same formula, charge and spin: 408.75 kJ/mol
electronic energy: -11616.5935 eV
HOMO energy: -10.47 eV
E_LUMO: 0.1 eV

Structure (XYZ):
```
11
Properties=species:S:1:pos:R:3:mulliken_charge:R:1
C -0.2497 -0.8108 0.1832 0.5318
C -0.1831 1.8075 -0.0205 0.0958
H -1.9210 -1.2129 1.3240 0.3681
H 0.6090 2.5117 -0.1473 0.3679
H -1.7652 0.9852 0.7524 0.4623
N 0.5715 -1.7358 0.1237 -0.3738
N 1.6129 -1.1399 -0.6968 -0.2506
N 1.4565 0.1693 -0.8801 -0.4738
N 0.2428 0.3653 -0.2986 0.4746
N -1.2871 1.8282 0.6791 -0.6892
O -1.5628 -0.5842 0.5754 -0.5131
```



Record 13
DFT (the ωB97M-V functional and the def2-TZVPD basis) results for the molecule C2H3N5O in a non-equilibrium geometry.

Output
gap between HOMO and LUMO: 0.368 hartree
energy above the lowest of the compared OMol25 structures with the same formula, charge and spin: 568.30 kJ/mol
electronic energy: -11614.9398 eV
HOMO energy: -10.09 eV
E_LUMO: -0.1 eV

Structure (XYZ):
```
11
Properties=species:S:1:pos:R:3:mulliken_charge:R:1
C -0.8540 0.7314 0.1261 -0.2291
C 0.3829 0.0072 0.0134 0.7630
H -3.1453 -1.1139 0.1450 0.4377
H -0.9059 1.9080 0.6081 0.2096
H 1.7527 1.6544 -0.1062 0.3129
N -2.0054 0.1373 -0.0639 -0.3813
N 0.7629 -1.1893 0.2605 -0.2111
N 2.0650 -1.3588 0.0980 -0.2666
N 2.6746 -0.2168 -0.3653 -0.3153
N 1.5102 0.6173 -0.3087 -0.0008
O -2.2377 -1.1768 -0.4071 -0.3191
```



Record 14
DFT (the ωB97M-V functional and the def2-TZVPD basis) results for the ion C2H3N6 with charge +1 in a non-equilibrium geometry.

Output
gap between HOMO and LUMO (alpha / beta): 0.284 / 0.283 hartree
energy above the lowest of the compared OMol25 structures with the same formula, charge and spin: 129.99 kJ/mol
electronic energy: -11050.3821 eV
HOMO energy (alpha / beta): -13.88 / -13.88 eV
E_LUMO (alpha / beta): -6.2 / -6.2 eV
total charge: +1

Structure (XYZ):
```
11
Properties=species:S:1:pos:R:3:mulliken_charge:R:1
C 1.0933 -1.3843 -0.3284 -0.1678
C -0.6658 0.0232 -0.2303 0.3909
N -3.0503 0.2599 0.1514 -0.3239
N -0.1152 -1.0240 -0.7522 -0.3878
N 1.4572 -0.6723 0.7176 0.1922
N 1.0447 0.3115 1.1883 -0.2901
N -1.9691 0.1049 -0.0849 0.6587
N 0.0685 1.1779 0.1062 -0.2277
H 1.5730 -2.1358 -0.7771 0.5159
H -0.3090 2.0065 0.5181 0.3041
H 0.8727 1.3326 -0.5087 0.3356
```



Record 15
DFT (the ωB97M-V functional and the def2-TZVPD basis) results for a structure of composition C2H3NO in a non-equilibrium geometry.

Output
gap between HOMO and LUMO: 0.373 hartree
energy above the lowest of the compared OMol25 structures with the same formula, charge and spin: 366.77 kJ/mol
electronic energy: -5656.1034 eV
HOMO energy: -9.01 eV
E_LUMO: 1.1 eV

Structure (XYZ):
```
7
Properties=species:S:1:pos:R:3:mulliken_charge:R:1
C 0.7323 0.0868 -0.1029 -0.4162
C -0.1178 -0.9308 -0.0439 -0.0341
N -0.4053 1.0150 -0.0822 -0.2175
O -1.2388 -0.1956 0.1173 -0.2596
H 1.8208 0.2342 -0.4080 0.2651
H -0.2355 -1.9181 -0.2525 0.3989
H -0.5559 1.7086 0.7722 0.2634
```



Record 16
DFT (the ωB97M-V functional and the def2-TZVPD basis) results for a cluster of 2 separate species, C2H3NO in total in a non-equilibrium geometry.

Output
gap between HOMO and LUMO (alpha / beta): 0.313 / 0.259 hartree
energy above the lowest of the compared OMol25 structures with the same formula, charge and spin: 653.05 kJ/mol
electronic energy: -5653.1363 eV
HOMO energy (alpha / beta): -10.51 / -10.98 eV
E_LUMO (alpha / beta): -2.0 / -3.9 eV

Structure (XYZ):
```
7
Properties=species:S:1:pos:R:3:mulliken_charge:R:1
C -0.3024 -0.8271 -2.1545 0.1941
C -0.0369 0.4042 0.8568 -0.4279
N 0.5011 -1.5833 -2.5032 -0.2269
O -1.0939 0.4636 0.1730 -0.3200
H -0.1223 1.2624 1.6134 0.2718
H 0.8849 0.6778 0.2267 0.2666
H 0.1695 -0.3977 1.7878 0.2423
```



Record 17
DFT (the ωB97M-V functional and the def2-TZVPD basis) results for a cluster of 2 separate species, C2H3NO in total in a non-equilibrium geometry.

Output
gap between HOMO and LUMO: 0.341 hartree
energy above the lowest of the compared OMol25 structures with the same formula, charge and spin: 472.23 kJ/mol
electronic energy: -5655.0104 eV
HOMO energy: -9.55 eV
E_LUMO: -0.3 eV

Structure (XYZ):
```
7
Properties=species:S:1:pos:R:3:mulliken_charge:R:1
C -1.9241 0.2087 -1.2497 -0.3321
C -1.7433 -0.7185 -0.5199 -0.3853
N 2.4228 -0.0821 1.2125 0.0017
O 1.5158 0.6865 1.0445 -0.2130
H 3.3661 0.4101 1.2796 0.2078
H -2.0178 1.0368 -1.8862 0.3633
H -1.6194 -1.5416 0.1192 0.3576
```



Record 18
DFT (the ωB97M-V functional and the def2-TZVPD basis) results for the molecule C2H3NO in a non-equilibrium geometry.

Output
gap between HOMO and LUMO (alpha / beta): 0.289 / 0.311 hartree
multiplicity: 3
⟨S²⟩: 2.016
energy above the lowest of the compared OMol25 structures with the same formula, charge and spin: 104.53 kJ/mol
electronic energy: -5655.3098 eV
HOMO energy (alpha / beta): -6.86 / -10.96 eV
E_LUMO (alpha / beta): 1.0 / -2.5 eV

Structure (XYZ):
```
7
Properties=species:S:1:pos:R:3:mulliken_charge:R:1
C -0.3903 0.7359 -0.0516 -0.4269
C 2.0579 0.2768 0.3530 0.0723
N 0.8432 0.5906 -0.1673 -0.1222
O 2.9509 -0.3579 -0.1575 -0.4015
H -0.6407 1.7715 0.0645 0.2854
H -1.2465 -0.0180 -0.1986 0.2812
H 2.0308 0.5549 1.3942 0.3117
```



Record 19
DFT (the ωB97M-V functional and the def2-TZVPD basis) results for the molecule C2H3NO2 in a non-equilibrium geometry.

Output
gap between HOMO and LUMO: 0.409 hartree
energy above the lowest of the compared OMol25 structures with the same formula, charge and spin: 19.12 kJ/mol
electronic energy: -7707.6448 eV
HOMO energy: -10.41 eV
E_LUMO: 0.7 eV

Structure (XYZ):
```
8
Properties=species:S:1:pos:R:3:mulliken_charge:R:1
C 1.0824 -0.8686 0.0877 0.1252
C -0.8511 0.6591 0.0012 0.0750
H 1.4807 -1.8316 -0.3487 0.3199
H -0.5754 -0.8837 -1.2770 0.2661
H -0.4521 1.2018 0.9051 0.3138
N -0.0792 -0.3626 -0.4988 -0.1342
O 1.6743 -0.3281 1.0010 -0.4941
O -1.8350 0.9917 -0.5412 -0.4718
```



Record 20
DFT (the ωB97M-V functional and the def2-TZVPD basis) results for the molecule C2H3NO2 in a non-equilibrium geometry.

Output
gap between HOMO and LUMO: 0.415 hartree
energy above the lowest of the compared OMol25 structures with the same formula, charge and spin: 349.10 kJ/mol
electronic energy: -7704.2248 eV
HOMO energy: -10.42 eV
E_LUMO: 0.9 eV

Structure (XYZ):
```
8
Properties=species:S:1:pos:R:3:mulliken_charge:R:1
C -1.4281 -0.4693 -0.1965 0.1096
C 0.6868 0.3156 -0.0296 -0.0633
N -0.2730 -0.4689 0.6742 -0.2025
O -2.4081 0.0688 0.1114 -0.3925
O 0.8709 -1.0627 0.0346 -0.3129
H -1.1678 -0.9832 -1.2104 0.3490
H 0.5839 0.7987 -1.0445 0.2732
H 1.3985 0.7922 0.6549 0.2395
```